Density functional theory data (ωB97M-V/def2-TZVPD) for a single CH3ClOSi molecule at a distorted geometry.

Geometry as ORCA input:
```
! wB97M-V def2-TZVPD RIJCOSX def2/J DEFGRID3
* xyz 0 3
Cl -2.27 0.55 -0.17
Si -0.24 0.78 0.23
O 1.38 -1.45 0.32
C 0.55 -0.91 -0.37
H 0.11 0.49 1.86
H 0.35 -1.35 -1.31
H 0.13 1.90 -0.56
*
```

Values from the calculation:
Orbital gap (alpha / beta): 7.753 / 9.083 eV
HOMO level (alpha / beta): -6.9 / -11.3 eV
Calculated total energy: -864.71574 hartree
Energy relative to the best compared isomer or geometry (same formula, charge and spin): 0.0 kcal/mol